No. 1
An isolated ion of composition C4H8NO2 and charge +1 in a non-equilibrium geometry, computed with ωB97M-V with the def2-TZVPD basis set.

Each line ends with the natural charge from an NBO analysis.
CARTESIAN COORDINATES (ANGSTROEM)
C1 0.9033 1.2841 0.3386  0.03
C2 -0.2493 1.8245 -0.1991  -0.09
C3 -1.7954 0.1055 0.5145  0.72
C4 0.4723 -1.1181 -0.3973  -0.44
N1 1.1371 -0.0358 0.3807  -0.58
O1 -1.3561 1.0133 -0.2771  -0.41
O2 -2.7090 -0.6588 0.1746  -0.54
H1 1.8066 1.8461 0.5716  0.25
H2 -0.4525 2.8705 -0.4128  0.25
H3 -1.3684 0.0369 1.5244  0.22
H4 -0.2809 -1.5931 0.1316  0.18
H5 0.0927 -0.8451 -1.3700  0.22
H6 1.1483 -1.7905 -0.7716  0.25
H7 1.9822 -0.3372 0.7759  0.41
H8 -2.9169 -0.5527 -0.7616  0.54

Energy above the lowest of the compared OMol25 structures with the same formula, charge and spin (eV): 3.037
Total charge: +1
LUMO energy (alpha / beta) (eV): -4.67 / -4.67
Orbital gap (alpha / beta) (eV): 8.00 / 8.01

No. 2
One molecule with the formula C5H7N in a non-equilibrium geometry, computed with ωB97M-V with the def2-TZVPD basis set.

Each line ends with the natural charge from an NBO analysis.
CARTESIAN COORDINATES (ANGSTROEM)
C1 -1.5367 -1.1094 0.3330  -0.80
C2 -0.8322 -0.3020 -0.6777  0.21
C3 1.0711 0.8257 0.2685  -0.49
C4 0.6515 -0.4251 -0.5479  -0.55
C5 0.6076 2.0927 -0.3188  0.27
N1 0.2775 3.1212 -0.7354  -0.31
H1 -0.9668 -1.4707 1.2080  0.19
H2 -2.5020 -0.6862 0.6271  0.25
H3 -1.7894 -2.0003 -0.2773  0.29
H4 0.6829 0.7685 1.2951  0.25
H5 2.1666 0.8537 0.3311  0.26
H6 1.0257 -1.2949 0.0209  0.19
H7 1.1442 -0.3732 -1.5267  0.24

Energy above the lowest of the compared OMol25 structures with the same formula, charge and spin (eV): 3.969
Total charge: 0
LUMO energy (eV): -0.25
Orbital gap (eV): 8.41

No. 3
An isolated ion of composition C14H28INO3PS2 and charge +1 in a non-equilibrium geometry, computed with ωB97M-V with the def2-TZVPD basis set.

Each line ends with the natural charge from an NBO analysis.
CARTESIAN COORDINATES (ANGSTROEM)
C1 4.1902 -2.3014 3.8370  -0.61
C2 4.1286 -0.9686 3.0749  -0.40
C3 3.4124 -1.1042 1.7235  -0.44
C4 3.0206 0.2620 1.1914  -0.06
O1 3.1564 0.3441 -0.2694  -0.82
P1 1.9616 0.1911 -1.2698  1.70
I1 0.5212 -1.6050 -0.6693  0.05
C5 2.7248 -0.2070 -2.8313  -0.82
C6 3.2656 -1.6405 -2.9141  -0.05
O2 4.3534 -1.5782 -3.8081  -0.71
C7 1.0284 1.7371 -1.3891  -0.79
C8 -0.4759 1.6384 -1.1103  -0.43
C9 -1.1310 3.0139 -1.1506  -0.52
S1 -2.8000 3.0449 -0.4256  0.26
C10 -3.4961 1.5504 -1.1241  -0.06
S2 -3.4797 1.3287 -2.7536  -0.12
N1 -4.0044 0.6586 -0.2378  -0.42
C11 -5.0263 -0.2462 -0.8151  -0.26
C12 -5.7811 -1.0911 0.2068  -0.08
O3 -6.1161 -0.3788 1.3751  -0.51
C13 -4.9185 0.0541 1.9732  -0.08
C14 -4.2791 1.1407 1.1364  -0.26
H1 3.9278 -3.1410 3.1894  0.20
H2 3.4914 -2.3138 4.6728  0.22
H3 5.1864 -2.4977 4.2300  0.23
H4 3.5970 -0.2297 3.6811  0.20
H5 5.1351 -0.5852 2.8970  0.21
H6 2.5404 -1.7480 1.8521  0.21
H7 4.0919 -1.5733 1.0076  0.22
H8 3.7064 1.0204 1.5662  0.22
H9 2.0123 0.5649 1.4861  0.19
H10 1.9999 0.0052 -3.6198  0.27
H11 3.5906 0.4605 -2.9099  0.30
H12 2.4831 -2.3208 -3.2641  0.19
H13 3.5864 -1.9824 -1.9218  0.17
H14 4.8354 -2.4202 -3.7966  0.49
H15 1.5262 2.4723 -0.7516  0.27
H16 1.1857 2.0335 -2.4328  0.27
H17 -0.6476 1.2007 -0.1235  0.22
H18 -0.9417 1.0100 -1.8677  0.25
H19 -0.5740 3.7137 -0.5235  0.23
H20 -1.1785 3.4062 -2.1668  0.24
H21 -4.5245 -0.9336 -1.4971  0.23
H22 -5.7154 0.3393 -1.4304  0.21
H23 -5.2016 -1.9863 0.4727  0.16
H24 -6.7131 -1.4201 -0.2509  0.22
H25 -4.2301 -0.7988 2.0674  0.16
H26 -5.1487 0.4449 2.9633  0.21
H27 -4.9393 2.0131 1.1174  0.21
H28 -3.3366 1.4232 1.6035  0.22

Total charge: +1
LUMO energy (eV): -3.66
Orbital gap (eV): 7.01

No. 4
One molecule with the formula C7H8 in a non-equilibrium geometry, computed with ωB97M-V with the def2-TZVPD basis set.

Each line ends with the natural charge from an NBO analysis.
CARTESIAN COORDINATES (ANGSTROEM)
C1 -1.5017 1.0342 -0.7906  -0.61
C2 -0.4053 0.2247 -0.2017  -0.02
C3 1.0244 -0.0496 -0.6672  -0.23
C4 1.1101 -1.3307 0.0642  -0.21
C5 1.4891 -0.0716 0.8049  -0.25
C6 0.0119 0.1451 1.2417  -0.23
C7 -0.3737 -1.1195 0.4955  -0.22
H1 -2.3778 0.9769 -0.1392  0.22
H2 -1.2135 2.0912 -0.8720  0.21
H3 -1.7765 0.6749 -1.7852  0.21
H4 1.6246 0.2756 -1.5114  0.22
H5 1.7213 -2.1961 -0.1504  0.23
H6 2.3192 0.5820 0.7669  0.24
H7 -0.4684 0.5873 2.1133  0.23
H8 -1.1838 -1.8245 0.6313  0.23

Energy above the lowest of the compared OMol25 structures with the same formula, charge and spin (eV): 5.229
Total charge: 0
SMILES: C[C@@]12[C@@H]3[C@H]4[C@@H]3[C@@H]1[C@H]42
LUMO energy (eV): 1.19
Orbital gap (eV): 9.26

No. 5
A 2-piece molecular cluster, C2H8OS overall in a non-equilibrium geometry, computed with ωB97M-V with the def2-TZVPD basis set.

Each line ends with the natural charge from an NBO analysis.
CARTESIAN COORDINATES (ANGSTROEM)
C1 0.3355 -0.8545 -2.5204  -0.70
S1 0.8569 0.4491 -1.3209  -0.11
H1 -0.0926 -1.7112 -2.0132  0.21
H2 -0.3688 -0.4976 -3.2670  0.21
H3 1.2932 -1.0405 -2.9941  0.22
H4 -0.2395 0.9377 -0.7289  0.15
C2 0.0198 0.2278 2.2534  -0.25
O1 -1.0687 0.6358 1.3916  -0.74
H5 0.6303 1.1118 2.4024  0.17
H6 -0.4477 -0.0420 3.1971  0.16
H7 0.4984 -0.6464 1.8399  0.20
H8 -1.4168 1.4299 1.7600  0.46

Energy above the lowest of the compared OMol25 structures with the same formula, charge and spin (eV): 0.937
Total charge: 0
SMILES: CO.CS
LUMO energy (eV): 0.89
Orbital gap (eV): 9.62

No. 6
A 2-piece molecular cluster, C3HNO5 overall in a non-equilibrium geometry, computed with ωB97M-V with the def2-TZVPD basis set.

Each line ends with the natural charge from an NBO analysis.
CARTESIAN COORDINATES (ANGSTROEM)
C1 1.9537 0.0556 0.9138  1.02
C2 -0.7065 1.3329 -0.1221  0.76
C3 -0.7548 0.0653 0.2288  -0.50
N1 -0.8488 -0.9282 -0.8593  0.55
O1 1.8970 -0.8438 0.1996  -0.50
O2 -0.5979 2.3558 -0.6049  -0.36
O3 -1.3423 -0.6608 -1.9162  -0.37
O4 -0.4847 -2.0188 -0.5290  -0.36
O5 1.8398 1.0130 1.5225  -0.52
H1 -0.9554 -0.3708 1.1669  0.28

Energy above the lowest of the compared OMol25 structures with the same formula, charge and spin (eV): 4.723
Total charge: 0
SMILES: O=C=C[N+](=O)[O-].O=C=O
LUMO energy (eV): -0.46
Orbital gap (eV): 10.06

no.,energy (eV)
1,-9853.294
2,-6784.544
3,-61658.751
4,-7383.518
5,-15085.541
6,-14850.907